--- a ---
Formula: C6H6N2O
Source: the OMol25 dataset
Level of theory: ωB97M-V/def2-TZVPD

Computed properties:
Frontier orbital gap, eV: 8.8
HOMO energy, eV: -7.87
Total charge: 0
SMILES string: C1=Cc2[nH]ncc2CO1

Each line ends with the natural charge from an NBO analysis.
Positions of all 15 atoms, in Å:
C -0.919 1.420 0.074  -0.0640
C -1.898 -0.813 -0.086  0.2216
C -0.732 -1.527 0.060  -0.3881
C 0.468 -0.741 -0.048  0.1247
C 1.760 1.075 -0.079  -0.0532
C 0.441 0.664 -0.102  -0.1846
H -0.961 2.019 1.024  0.1899
H -1.088 2.128 -0.754  0.1912
H -2.876 -1.311 -0.120  0.1945
H -0.807 -2.557 -0.054  0.2278
H 2.101 -1.946 0.105  0.3961
H 2.229 2.069 -0.005  0.2158
N 1.770 -1.048 0.029  -0.3118
N 2.601 0.029 -0.020  -0.2708
O -2.089 0.540 -0.024  -0.4892


--- b ---
Formula: C6H6N2O
Source: the OMol25 dataset
Level of theory: ωB97M-V/def2-TZVPD

Computed properties:
Frontier orbital gap, eV: 8.6
HOMO energy, eV: -9.56
Total charge: 0
SMILES string: Cc1cccnc1N=O

Each line ends with the natural charge from an NBO analysis.
Positions of all 15 atoms, in Å:
C 1.521 1.452 0.126  -0.6156
C 0.444 0.354 -0.037  -0.0254
C -0.936 0.765 -0.277  -0.1608
C -2.037 -0.080 -0.043  -0.2477
C -1.779 -1.388 0.070  0.0103
C 0.434 -1.061 -0.090  0.2039
H 1.124 2.344 0.184  0.2062
H 1.943 1.117 1.137  0.2366
H 2.535 1.376 -0.499  0.2575
H -1.341 1.871 -0.371  0.2202
H -3.114 0.372 -0.064  0.2353
H -2.542 -2.109 0.036  0.1962
N -0.564 -1.947 -0.024  -0.3657
N 1.649 -1.867 0.138  0.1580
O 2.663 -1.199 -0.287  -0.3089


--- c ---
Formula: C6H6N2O
Source: the OMol25 dataset
Level of theory: ωB97M-V/def2-TZVPD

Computed properties:
Frontier orbital gap (spin up / spin down), eV: 7.7 / 7.7
HOMO energy (spin up / spin down), eV: -8.46 / -8.46
Total charge: 0

Each line ends with the natural charge from an NBO analysis.
Positions of all 15 atoms, in Å:
C -1.950 -1.462 -0.321  0.2529
C 0.131 -1.201 -1.476  0.2587
C -1.122 0.882 -0.799  -0.4438
C -0.263 0.888 0.423  0.3467
C -1.015 -0.627 -0.926  -0.3593
C 1.909 0.408 1.209  -0.2621
N -2.739 -2.161 0.143  -0.3283
N 1.076 -1.685 -1.921  -0.3345
O 1.032 1.063 0.296  -0.4421
H -2.142 1.214 -0.630  0.2504
H -0.672 1.407 -1.639  0.2500
H -0.674 0.532 1.360  0.1958
H 2.913 0.549 0.811  0.2190
H 1.673 -0.658 1.266  0.2072
H 1.843 0.850 2.204  0.1893


Which is most stable, and by how much? a, by 0.0542 hartree.